62
Properties=species:S:1:pos:R:3:forces:R:3:mulliken_charge:R:1 method="wB97M-V/def2-TZVPD" homo_ev=-7.87 e_tot_ha=-1414.692749 max_force_ha_per_bohr=0.3727 gap_ev=8.426
O -0.7773 -1.7815 -3.2294 -11.640 -1.169 -5.486 -0.447
O 4.3133 -3.0632 -4.5469 2.571 -1.104 1.305 -0.340
O 3.9002 -5.0056 -3.5176 1.032 -4.971 2.883 -0.445
N -1.4664 0.8264 2.8899 -0.862 0.211 -3.661 -0.328
N -2.4565 4.1229 2.0011 -0.627 0.604 -0.633 -0.899
N -2.2881 3.0825 2.8576 1.866 1.863 3.961 0.471
N 1.2937 -1.6904 -3.1838 4.070 -2.153 3.978 0.232
C 2.2058 -3.7095 -4.4064 -2.468 -3.444 6.950 -1.552
C -1.9262 1.1133 -0.0606 -1.947 8.684 -3.210 0.159
C -1.5581 0.0163 0.4364 2.746 -8.174 4.042 0.706
C -1.8887 1.9889 2.2618 -0.871 -2.211 -1.631 0.239
C 3.3859 -3.0708 -2.2900 -1.626 -1.394 1.601 -0.233
C 4.9220 -5.3776 -4.3641 -3.641 4.426 -5.525 -0.515
C 0.1950 -1.2062 -0.9800 -0.851 -1.469 -2.095 -0.943
C 5.4819 -3.8802 -4.6281 1.953 -0.589 -1.789 -0.326
C 2.6945 -1.6668 -2.5132 -8.600 -6.936 9.221 -1.518
C -1.4482 2.2785 5.1518 -2.559 5.980 6.042 -0.550
C -0.7971 -1.3993 2.4264 -2.280 -1.111 -0.427 -1.215
C -2.1430 2.1418 0.8975 0.681 3.438 -1.161 0.479
C -2.3195 4.8949 6.3367 1.677 2.014 -7.219 -0.554
C -2.3975 3.7350 0.7091 3.962 -12.206 14.237 0.399
C 1.3832 -2.5991 -4.2631 -1.228 10.825 -8.314 -0.961
C -2.2957 4.7595 4.7683 0.346 -5.292 6.211 -0.458
C -1.3530 -0.0872 1.9222 0.816 -0.716 -0.064 0.250
C 3.5001 -3.7845 -3.5993 -3.063 4.714 -2.837 0.931
C -1.5141 2.5865 6.6103 0.346 1.629 -4.175 -0.660
C -2.1068 1.6474 -1.5412 -0.765 -8.885 -1.194 -1.430
C -1.1524 -1.2785 -0.3915 -5.852 2.245 -1.519 -0.988
C -2.8665 4.3613 -0.2544 -6.404 12.659 -9.390 -1.513
C -2.0099 3.2538 4.4179 -1.656 6.431 -5.154 0.345
C 0.0520 -1.7547 -2.5075 11.127 3.327 6.906 0.596
C -1.8266 3.8463 7.0882 -0.839 -1.400 -3.836 -0.500
H -2.6042 5.5556 4.1106 0.060 -0.398 -0.293 0.375
H 4.3462 -5.8147 -5.3405 1.690 1.005 1.649 0.210
H -1.2870 1.3619 4.9001 1.180 -5.001 -1.808 0.801
H 1.4546 -4.3905 -3.9184 0.886 -1.025 0.736 0.376
H -1.7620 2.5673 -1.8295 0.105 2.468 -0.070 0.631
H 0.2068 -1.5450 1.9718 -0.949 -0.806 -0.124 0.165
H -1.1097 1.8347 7.1762 0.660 -1.525 1.880 0.448
H -3.7771 4.1640 -0.8357 0.406 -1.045 0.321 0.339
H 2.7711 -1.0551 -1.4939 -1.092 -1.617 -1.597 0.293
H 3.2766 -1.1521 -2.9215 8.346 7.646 -7.818 1.126
H 5.7662 -3.7009 -5.7852 0.340 -0.593 3.003 0.295
H 5.5332 -6.1058 -4.0666 2.487 -2.490 1.925 0.400
H -3.1912 1.1968 -1.9131 2.523 2.031 0.808 0.294
H 0.7565 -0.2599 -1.0061 -0.791 -0.093 -0.067 0.544
H -1.4872 -2.2895 0.0261 0.801 1.701 -0.392 0.412
H 0.3433 -2.2863 -4.9764 3.030 -2.244 2.119 0.240
H 2.5912 -3.8460 -1.6890 2.495 2.278 -1.001 0.131
H -0.6109 -1.2597 3.4804 -0.172 -0.236 0.358 0.350
H -3.3506 5.5569 0.2265 1.427 -3.289 -1.030 0.284
H -2.1776 4.8471 -0.9380 0.438 -0.391 -0.563 0.377
H 2.1980 -4.2253 -5.2410 0.717 -1.415 -4.867 0.811
H 4.4673 -3.0465 -1.8638 -2.084 0.199 -0.166 0.291
H 0.7982 -1.8930 -0.4396 0.939 -0.724 0.295 0.542
H 2.0798 -1.6879 -4.9458 -1.402 -2.190 0.528 0.254
H -1.4115 0.8668 -2.2361 -1.652 2.076 1.707 0.115
H -2.1830 -1.0981 -1.4373 3.290 -0.896 2.750 0.216
H -2.2616 5.9987 6.5894 -0.658 -1.683 0.566 0.291
H -1.8079 4.0559 8.0401 0.456 0.565 5.300 0.499
H -1.7358 -2.2402 2.2806 3.286 1.870 0.272 0.252
H 6.3568 -3.6943 -3.7647 -2.174 -0.006 -2.443 0.207